# 1
Computed, not measured: C6HN11S2W as an isolated structure in a non-equilibrium geometry, with wB97M-V/def2-TZVPD.

**Energy relative to the best compared isomer or geometry (same formula, charge and spin)**: 0.0 kJ/mol
**Calculated total energy**: -1694.16505 Eh
**HOMO level**: -18.3 eV
**Total charge**: +2
**Spin multiplicity**: 1
**Kohn-Sham gap**: 7.13 eV

The geometry in XYZ format:
```
21
Properties=species:S:1:pos:R:3:lowdin_charge:R:1
W -0.90688 0.14834 -0.23041 1.28
S -1.15562 1.94528 -1.57282 0.87
C -0.66793 2.68827 -0.06086 -0.68
C 0.35234 3.68367 -0.16730 -0.22
N 1.18198 4.47346 -0.25904 0.30
C -1.10639 2.27241 1.18101 -0.68
S -2.21875 0.93941 1.43890 0.86
C -0.54458 2.84373 2.36471 -0.22
N -0.10271 3.30851 3.31822 0.30
N 0.92695 -2.51403 -0.65796 0.22
C 1.53342 -1.44251 -0.00714 -0.37
N 2.72705 -1.43995 0.45766 0.17
N 2.89959 -0.19586 1.02097 0.07
N 1.90461 0.54454 0.92761 0.07
N 0.90624 -0.22362 0.22575 -0.18
C -0.34897 -2.56311 -1.06265 -0.39
N -0.83497 -3.70630 -1.57446 0.18
N -2.10812 -3.41711 -1.86104 0.04
N -2.78131 -2.53376 -1.78086 0.34
N -1.14693 -1.45271 -0.94583 -0.16
H 1.49099 -3.35864 -0.75445 0.20
```

# 2
Computed, not measured: a 27-piece molecular cluster, C70H135F3N9O19S3 overall in a non-equilibrium geometry, with wB97M-V/def2-TZVPD.

**Calculated total energy**: -6164.50942 Eh
**HOMO level**: -5.9 eV
**Total charge**: -1
**Spin multiplicity**: 1
**Kohn-Sham gap**: 7.27 eV

The geometry in XYZ format:
```
239
Properties=species:S:1:pos:R:3:lowdin_charge:R:1
C 1.13801 -0.46430 -1.38734 -0.44
O 0.01162 0.26399 -0.89895 -0.11
O 1.11724 -0.48866 -2.78744 -0.23
C 2.43190 -0.19093 -0.52215 -0.50
F 2.24039 -0.31197 0.79637 0.12
F 3.50953 -0.98477 -0.76589 0.10
F 2.87951 1.08927 -0.72295 0.09
C -1.30923 -0.31190 -0.84112 -0.24
C -2.06076 0.17581 0.38076 -0.06
H -3.11695 -0.09135 0.34625 0.07
H -1.60902 -0.15234 1.31690 0.06
H -1.95296 1.24714 0.55020 0.05
H -1.41250 -1.39690 -0.82601 0.09
H -1.82896 -0.05427 -1.76395 0.10
H 0.87918 -1.47424 -1.06932 0.11
C 0.35849 0.07538 3.85469 -0.10
C 0.96658 1.35953 4.12724 -0.27
N 1.43149 2.42388 4.27361 0.15
H -0.68559 0.31231 3.65009 0.06
H 0.28294 -0.47134 4.79462 0.06
H 0.94589 -0.38351 3.05940 0.07
C 2.32690 0.07356 -5.84163 -0.05
C 3.11758 -1.16410 -6.12661 -0.24
N 3.69368 -2.18053 -6.32943 0.14
H 1.39892 -0.23111 -5.35777 0.04
H 2.08609 0.66137 -6.72740 0.09
H 2.91489 0.72043 -5.19053 0.06
C -4.19838 -2.15659 2.65614 -0.04
C -2.94868 -2.15901 3.37968 -0.29
N -1.98898 -2.19440 3.95054 0.18
H -4.66245 -3.09112 2.97141 0.10
H -4.02405 -2.29406 1.58899 0.07
H -4.72316 -1.23355 2.90253 0.06
C 1.61980 -3.67659 -3.85873 -0.06
C 2.53259 -4.86075 -3.98324 -0.27
N 3.14949 -5.81087 -4.06992 0.14
H 0.92425 -3.69204 -4.69781 0.07
H 2.27579 -2.80615 -3.84794 0.05
H 1.02229 -3.71140 -2.94775 0.06
C 5.90099 -1.31986 1.38010 -0.04
C 6.70689 -2.04671 2.44396 -0.24
N 7.30511 -2.56266 3.29703 0.11
H 6.58840 -0.93783 0.62538 0.08
H 5.44645 -0.47931 1.90446 0.07
H 5.09336 -1.92231 0.96427 0.06
C -0.07431 -7.08040 -2.09269 -0.04
C -0.81089 -6.09035 -2.93564 -0.26
N -1.37449 -5.32491 -3.50398 0.16
H 0.12692 -6.60824 -1.13108 0.04
H 0.91773 -7.35825 -2.44871 0.07
H -0.71263 -7.94417 -1.90679 0.09
C -3.81188 -3.54650 -1.67940 -0.09
C -4.54642 -4.57591 -1.00952 -0.31
N -5.14799 -5.42321 -0.48596 0.14
H -4.33843 -3.27905 -2.59555 0.09
H -2.82474 -3.91456 -1.95902 0.05
H -3.82136 -2.72804 -0.95959 0.06
C 5.25697 -0.02056 -3.41398 -0.08
C 6.14829 0.48107 -4.48549 -0.28
N 6.87919 0.85639 -5.29721 0.13
H 5.63231 -0.46838 -2.49383 0.07
H 4.46629 -0.69020 -3.75236 0.06
H 4.67580 0.87238 -3.18377 0.05
C -2.13737 -1.65960 -4.17111 -0.04
C -3.10635 -0.73058 -4.80263 -0.26
N -3.88647 0.00610 -5.22114 0.17
H -1.14612 -1.21204 -4.24338 0.06
H -2.15786 -2.54043 -4.81283 0.08
H -2.46659 -1.91989 -3.16515 0.05
C 2.27423 -3.56299 3.57176 -0.23
S 2.79906 -2.49563 5.03356 0.86
O 2.62363 -1.04924 4.67548 -0.58
C 1.36726 -2.92392 6.10737 -0.26
H 3.00878 -3.77884 2.79593 0.03
H 1.33947 -3.16905 3.17286 0.03
H 2.12800 -4.55764 3.99295 0.04
H 1.50425 -3.96349 6.40505 0.04
H 0.42543 -2.81542 5.56952 0.03
H 1.38429 -2.28662 6.99149 0.05
C 6.45331 -4.45698 -4.91768 -0.24
S 7.46804 -2.97443 -4.48953 0.84
O 6.96197 -2.50067 -3.13873 -0.59
C 9.17187 -3.80122 -4.23800 -0.23
H 5.48783 -4.04429 -5.21030 0.01
H 6.40955 -5.09589 -4.03563 0.03
H 6.86939 -4.97055 -5.78441 0.05
H 9.07552 -4.77014 -3.74808 0.04
H 9.99858 -3.20176 -3.85685 0.05
H 9.35663 -4.08150 -5.27502 0.03
C -1.00145 1.86426 -4.20496 -0.23
S -0.12193 3.54123 -4.28208 0.86
O -1.08221 4.63259 -3.82856 -0.59
C 1.07469 3.23335 -2.88820 -0.24
H -1.86580 1.80482 -4.86637 0.02
H -1.36517 1.76342 -3.18240 0.03
H -0.40374 1.00913 -4.52053 0.01
H 1.69154 2.34265 -3.00759 0.03
H 0.48373 2.94526 -2.01878 0.03
H 1.81918 4.01800 -2.75340 0.03
C -5.83480 -0.45884 5.48694 -0.02
C -7.21733 -0.99024 5.81087 -0.42
O -8.06145 -0.21609 6.33057 0.02
C -7.54048 -2.49727 5.74986 -0.02
H -5.03368 -1.19387 5.56483 0.07
H -5.64055 0.41407 6.11017 0.08
H -5.74803 -0.10730 4.45885 0.05
H -7.56828 -2.81435 6.79235 0.08
H -6.76645 -3.06911 5.23799 0.06
H -8.53233 -2.64853 5.32386 0.08
C -7.70210 0.27642 -5.02093 -0.02
C -7.82977 0.12259 -3.52050 -0.51
O -8.82980 -0.11530 -2.97358 0.09
C -6.49123 0.03795 -2.75567 0.00
H -8.11900 1.22657 -5.35484 0.08
H -8.15326 -0.56196 -5.55166 0.08
H -6.67648 0.23395 -5.38756 0.05
H -5.70220 -0.42734 -3.34647 0.05
H -6.64500 -0.54418 -1.84705 0.04
H -6.16669 1.00548 -2.37270 0.08
C 5.18461 3.99340 1.59492 0.00
C 4.64807 4.54917 2.85247 -0.52
O 4.16022 5.68224 2.75876 0.02
C 4.81817 3.84383 4.11723 -0.02
H 6.07631 4.61116 1.48839 0.10
H 4.51610 4.22789 0.76654 0.07
H 5.36127 2.92773 1.74063 0.08
H 4.06063 3.06487 4.03083 0.07
H 4.56011 4.59291 4.86582 0.09
H 5.77398 3.42993 4.43849 0.07
C 4.35577 3.56194 -3.76675 -0.03
C 4.19925 4.43901 -4.96392 -0.46
O 3.34783 4.10489 -5.80243 0.03
C 5.11569 5.61908 -5.16293 -0.02
H 5.40249 3.25792 -3.75924 0.08
H 3.80547 2.63528 -3.92973 0.05
H 4.06593 4.08802 -2.85717 0.07
H 5.18474 6.30001 -4.31461 0.08
H 4.86105 6.13854 -6.08674 0.08
H 6.14505 5.27754 -5.27184 0.08
C 5.31399 -5.51080 -1.24225 -0.01
C 4.27287 -5.13293 -0.20971 -0.52
O 4.52784 -5.12596 0.95534 0.07
C 2.95555 -4.63062 -0.59543 -0.02
H 5.75131 -4.61327 -1.67963 0.07
H 4.89941 -6.10590 -2.05592 0.06
H 6.06249 -6.12846 -0.74592 0.08
H 2.33552 -5.43730 -0.98646 0.08
H 3.12098 -3.85054 -1.33854 0.09
H 2.50313 -4.27502 0.33030 0.07
C -4.68602 1.97872 1.89265 -0.02
C -5.79840 2.42370 2.79938 -0.47
O -6.71223 1.71424 3.17475 0.04
C -5.75639 3.92229 3.05776 0.00
H -4.99898 1.42881 1.00511 0.08
H -4.02883 1.30836 2.44656 0.08
H -4.16560 2.85626 1.50899 0.06
H -6.29279 4.00914 4.00265 0.08
H -6.08136 4.48588 2.18319 0.09
H -4.69205 4.14274 3.13960 0.06
C -1.15446 4.23434 3.15591 -0.03
C -1.81837 5.56258 3.35023 -0.51
O -2.49578 6.05176 2.47603 0.06
C -1.45371 6.24775 4.61053 -0.02
H -0.53426 3.99155 4.01875 0.05
H -0.57356 4.28006 2.23473 0.06
H -1.88575 3.43652 3.02622 0.07
H -1.85622 5.58469 5.37632 0.08
H -1.87406 7.24102 4.76815 0.09
H -0.37532 6.33182 4.74503 0.10
C -0.19930 -1.96663 -7.23512 -0.02
C -1.41368 -1.14834 -7.55819 -0.50
O -2.53218 -1.61759 -7.72064 0.05
C -1.28088 0.33965 -7.64956 -0.02
H 0.57041 -1.81110 -7.99106 0.09
H -0.40700 -3.02565 -7.08198 0.09
H 0.25642 -1.67097 -6.29013 0.04
H -0.78636 0.56368 -8.59474 0.09
H -0.71880 0.77752 -6.82468 0.06
H -2.27630 0.78148 -7.60443 0.08
C 2.16928 7.38415 0.37427 -0.01
C 2.32856 6.02149 -0.31689 -0.47
O 3.18894 5.80759 -1.14722 0.04
C 1.31896 4.95158 0.07543 -0.01
H 2.07796 7.27995 1.45542 0.07
H 1.29956 7.79188 -0.14094 0.09
H 3.06176 7.93601 0.07928 0.08
H 1.76800 3.95907 0.11268 0.09
H 0.55038 4.89501 -0.69541 0.06
H 0.80727 5.22797 0.99733 0.06
C 8.55737 0.39461 5.38813 -0.03
C 7.21505 0.77511 4.73640 -0.49
O 7.23785 1.47286 3.72106 0.02
C 5.96231 0.28947 5.41666 -0.02
H 8.51008 0.85682 6.37414 0.07
H 9.38500 0.88604 4.87664 0.08
H 8.74101 -0.67301 5.50889 0.07
H 6.22432 -0.70069 5.78952 0.08
H 5.13587 0.37326 4.71092 0.08
H 5.91532 0.84286 6.35454 0.09
C -1.81084 2.05087 6.84660 -0.01
C -3.01953 2.49683 6.10939 -0.47
O -3.13024 2.45591 4.87420 0.03
C -4.12654 3.16980 6.89795 -0.02
H -2.06506 1.31376 7.60827 0.09
H -1.39302 2.89131 7.40084 0.10
H -1.08577 1.57664 6.18518 0.07
H -3.78493 4.18539 7.09789 0.09
H -4.29760 2.70375 7.86833 0.08
H -5.05847 3.17477 6.33262 0.08
C -2.02974 3.61601 -0.57108 -0.02
C -3.50139 3.68400 -0.85360 -0.46
O -4.10510 2.66499 -1.22398 0.02
C -4.25194 4.99209 -0.77407 -0.01
H -1.55665 2.78478 -1.09391 0.06
H -1.86456 3.55768 0.50475 0.07
H -1.57933 4.55571 -0.89080 0.08
H -4.14421 5.54534 -1.70703 0.09
H -3.81025 5.69784 -0.07056 0.07
H -5.31447 4.81525 -0.60716 0.08
C -7.30953 -0.61242 1.29231 -0.01
C -7.28108 -1.93524 0.53160 -0.47
O -6.32987 -2.25645 -0.15043 0.03
C -8.31656 -2.96980 0.77293 -0.02
H -7.81498 0.20096 0.77169 0.10
H -6.34404 -0.22581 1.61857 0.03
H -7.71070 -0.82987 2.28219 0.07
H -8.51201 -3.12734 1.83363 0.08
H -7.99286 -3.94650 0.41324 0.08
H -9.24607 -2.61710 0.32605 0.09
C -0.92859 -3.68643 0.77691 -0.01
C -1.05029 -5.15800 0.98613 -0.48
O -1.74277 -5.94769 0.33169 0.04
C -0.19095 -5.67294 2.10005 -0.02
H -1.93558 -3.26923 0.77249 0.07
H -0.52647 -3.62434 -0.23432 0.08
H -0.26351 -3.17786 1.47486 0.07
H 0.82617 -5.74726 1.71525 0.09
H -0.59797 -6.59581 2.51326 0.09
H -0.21278 -5.01744 2.97063 0.06
```